w) Below is 2 unconnected molecules or ions with the total composition C6H14N2O2, with properties calculated with ωB97M-V with the def2-TZVPD basis set.

```
24
C6H14N2O2 (ωB97M-V with the def2-TZVPD basis set)
O -5.5753 -1.6927 -3.0023
C -5.4257 -1.1892 -1.9381
N -4.3885 -0.4933 -1.5095
C -1.9434 -0.6184 -1.5038
C -3.1540 -0.1026 -2.2097
H -6.2896 -1.2698 -1.2346
H -4.4722 -0.0877 -0.5741
H -2.0480 -0.4217 -0.4235
H -1.0233 -0.1277 -1.8632
H -1.8441 -1.7064 -1.6553
H -3.0877 0.9972 -2.3159
H -3.1637 -0.5390 -3.2270
O 3.3400 2.5421 -0.0949
C 2.7571 1.5025 0.1284
N 2.9968 0.7240 1.1560
C 4.1978 -0.3872 3.0340
C 3.8542 0.9578 2.2802
H 2.0866 1.0241 -0.6260
H 2.3788 -0.0819 1.2795
H 4.9794 -0.8994 2.4481
H 3.2828 -1.0029 3.0139
H 4.5410 -0.3009 4.0787
H 3.2932 1.6658 2.9201
H 4.7080 1.5071 1.8387
```

Summary:
2S+1 ... 1
SMILES ... CCNC=O.CCNC=O
HOMO-LUMO gap ... 10.3 eV
Net charge ... 0
HOMO ... -9.8 eV

x) Below is 2 unconnected molecules or ions with the total composition C6H14N2O2, with properties calculated with ωB97M-V with the def2-TZVPD basis set.

```
24
C6H14N2O2 (ωB97M-V with the def2-TZVPD basis set)
C -0.5174 -1.9175 1.9422
C 0.2527 1.7777 1.9013
C -0.6289 -0.4723 2.2834
O -1.4202 -0.0264 3.0901
N 0.2412 0.3627 1.5994
H -0.5660 -2.1648 0.8812
H 1.1368 -0.0538 1.4034
H 0.3067 2.0162 2.9626
H 0.4373 -2.3518 2.2779
H -1.2423 -2.5025 2.5021
H 1.1121 2.2381 1.4175
H -0.6301 2.2291 1.4641
C 1.2030 -1.4537 -1.8183
C -0.9522 1.6538 -2.0800
C -0.1932 0.4209 -2.5105
O -0.2053 -0.0021 -3.6517
N 0.4885 -0.2314 -1.5302
H 0.4569 0.0425 -0.5600
H 2.1530 -1.2722 -2.3215
H -1.1029 1.6900 -1.0025
H 1.4640 -1.9419 -0.8801
H 0.5954 -2.1541 -2.3744
H -0.4691 2.5549 -2.4457
H -1.9200 1.5587 -2.5504
```

Summary:
2S+1 ... 1
SMILES ... CNC(C)=O.CNC(C)=O
HOMO-LUMO gap ... 10.2 eV
Net charge ... 0
HOMO ... -9.7 eV

Which is most stable? The ranking, best first, is x), w).

w) Below is 2 unconnected molecules or ions with the total composition C6H14N2O2, with properties calculated with ωB97M-V with the def2-TZVPD basis set.

```
24
C6H14N2O2 (ωB97M-V with the def2-TZVPD basis set)
C -2.2283 -2.0942 -0.8364
C 1.3255 -1.6047 -2.0941
C -0.7583 -1.6664 -0.7647
O -0.1866 -1.2713 0.2125
N -0.1191 -1.8477 -2.0008
H -2.3708 -2.6244 0.1179
H -0.4920 -2.0019 -2.9196
H 1.7870 -1.7703 -1.1065
H -2.8926 -1.2944 -1.1690
H -2.3605 -2.7483 -1.6816
H 1.7275 -2.5393 -2.5334
H 1.5512 -0.6393 -2.5251
C -1.1194 0.9820 2.3066
C 1.9395 2.6403 0.6896
C 0.5819 2.5639 1.4372
O 0.0281 3.5249 1.9323
N 0.0679 1.3254 1.3869
H 0.5036 0.5605 0.9056
H -1.1465 -0.0896 2.2618
H 1.9398 3.4281 -0.0571
H -0.8494 1.3751 3.2773
H -1.9684 1.4047 1.7476
H 2.9044 2.6796 1.2432
H 2.1356 1.7074 0.1701
```

Summary:
2S+1 ... 1
SMILES ... CNC(C)=O.CNC(C)=O
HOMO-LUMO gap ... 9.7 eV
Net charge ... 0
HOMO ... -9.2 eV

x) Below is 2 unconnected molecules or ions with the total composition C6H14N2O2, with properties calculated with ωB97M-V with the def2-TZVPD basis set.

```
24
C6H14N2O2 (ωB97M-V with the def2-TZVPD basis set)
C 2.0796 2.8243 0.0385
C 2.4429 -0.7918 -1.1081
C 1.7855 1.4201 -0.4389
O 0.6224 1.0736 -0.6153
N 2.8552 0.5842 -0.7498
H 2.2770 3.4829 -0.8391
H 3.7059 0.9955 -0.3962
H 3.1297 -1.2441 -1.8164
H 1.2770 3.1766 0.6794
H 2.9400 2.7267 0.6856
H 2.4609 -1.4319 -0.2014
H 1.4968 -0.6503 -1.6436
C -1.1887 -2.3995 -0.4685
C -2.4292 0.6853 1.3335
C -2.3366 -0.7504 0.8753
O -3.0354 -1.6208 1.3666
N -1.4115 -1.0035 -0.0875
H -0.7629 -0.2868 -0.3783
H -2.0281 -3.0843 -0.4721
H -0.7751 -2.3350 -1.4719
H -1.7535 1.3182 0.7119
H -0.3797 -2.8214 0.1412
H -3.4272 1.1062 1.2683
H -1.9732 0.7512 2.3320
```

Summary:
2S+1 ... 1
SMILES ... CNC(C)=O.CNC(C)=O
HOMO-LUMO gap ... 9.5 eV
Net charge ... 0
HOMO ... -9.0 eV

y) Below is 2 unconnected molecules or ions with the total composition C6H14N2O2, with properties calculated with ωB97M-V with the def2-TZVPD basis set.

```
24
C6H14N2O2 (ωB97M-V with the def2-TZVPD basis set)
C -1.1780 1.8040 -2.3424
C 0.3940 -1.6380 -2.0190
C -0.1072 0.6855 -2.3719
O 0.9097 0.8672 -3.0149
N -0.4598 -0.4611 -1.7746
H -1.7487 1.7889 -1.4146
H -1.8075 1.5750 -3.1999
H -1.1246 -0.4591 -1.0163
H 1.3497 -1.5603 -1.5089
H -0.6494 2.7490 -2.4126
H -0.1700 -2.5219 -1.7590
H 0.5425 -1.6318 -3.0973
C -0.5133 -1.7297 2.2882
C 1.2654 1.5162 2.0115
C 0.0709 0.6036 2.1549
O -0.9902 0.8776 2.6406
N 0.3733 -0.6997 1.7175
H 1.3274 -1.0041 1.7518
H -0.3207 -2.6753 1.7652
H 2.2307 1.0287 2.0657
H -0.2944 -2.0606 3.3117
H -1.5281 -1.3817 2.2213
H 1.1976 2.1432 1.1215
H 1.2308 2.1843 2.8816
```

Summary:
2S+1 ... 1
SMILES ... CNC(C)=O.CNC(C)=O
HOMO-LUMO gap ... 10.2 eV
Net charge ... 0
HOMO ... -9.5 eV

z) Below is 2 unconnected molecules or ions with the total composition C6H14N2O2, with properties calculated with ωB97M-V with the def2-TZVPD basis set.

```
24
C6H14N2O2 (ωB97M-V with the def2-TZVPD basis set)
C -1.7448 0.7447 -0.8162
C 0.9104 -1.3459 -2.6745
C -1.0321 -0.1020 -1.8971
O -1.5227 -0.3097 -3.0043
N 0.1164 -0.8704 -1.5714
H -1.6324 0.2550 0.2585
H 0.2902 -1.0528 -0.5194
H 1.6738 -2.0656 -2.4989
H -1.3295 1.7113 -0.4871
H -2.8245 0.7613 -0.9199
H 0.2764 -1.3934 -3.5899
H 1.5043 -0.5896 -3.1154
C 2.2014 0.7891 0.8541
C -0.6635 0.8318 3.1675
C 0.1635 0.0520 2.2275
O 0.1836 -1.1332 1.8505
N 0.9962 1.0003 1.6163
H 1.1443 1.8475 2.1478
H 2.9779 1.4635 1.3030
H -1.6166 0.4750 3.3553
H 2.4764 -0.2067 1.1575
H 2.1762 0.7483 -0.2463
H -0.3413 1.0190 4.1845
H -0.8606 1.8430 2.7188
```

Summary:
2S+1 ... 1
SMILES ... CNC(C)=O.CNC(C)=O
HOMO-LUMO gap ... 9.4 eV
Net charge ... 0
HOMO ... -8.9 eV

Which is most stable? The ranking, best first, is x), y), w), z).

w) Below is 2 unconnected molecules or ions with the total composition C6H14N2O2, with properties calculated with ωB97M-V with the def2-TZVPD basis set.

```
24
C6H14N2O2 (ωB97M-V with the def2-TZVPD basis set)
C 1.1796 2.5486 -1.3193
C 1.9598 -0.3525 0.9528
C 1.8927 1.3738 -0.7234
O 2.9085 0.9269 -1.2200
N 1.3129 0.8485 0.3939
H 1.9182 3.1287 -1.8808
H 0.5490 1.3009 0.8619
H 3.0291 -0.2696 0.7783
H 0.3907 2.2114 -2.0191
H 0.6161 3.1886 -0.6187
H 1.7532 -0.5771 1.9882
H 1.6136 -1.1826 0.2951
C -2.3980 0.3542 1.5007
C -1.5723 -2.1948 -1.2587
C -1.8171 -0.9236 0.7910
O -0.9588 -1.5459 1.3894
N -2.1708 -1.0739 -0.4932
H -1.5537 0.6100 2.1510
H -3.0109 -0.6377 -0.8317
H -1.1116 -2.8217 -0.4956
H -2.5556 1.1206 0.7348
H -3.3517 0.1584 2.0190
H -2.2778 -2.8016 -1.8012
H -0.7657 -1.7830 -1.8702
```

Summary:
2S+1 ... 1
SMILES ... CNC(C)=O.CNC(C)=O
HOMO-LUMO gap ... 10.0 eV
Net charge ... 0
HOMO ... -9.4 eV

x) Below is 2 unconnected molecules or ions with the total composition C6H14N2O2, with properties calculated with ωB97M-V with the def2-TZVPD basis set.

```
24
C6H14N2O2 (ωB97M-V with the def2-TZVPD basis set)
C -2.2126 -1.0804 1.9340
C 1.5284 -1.6421 1.9612
C -0.7896 -0.8307 1.5775
O -0.4591 0.1699 0.9549
N 0.0715 -1.7272 2.1326
H -2.7926 -0.2360 1.5969
H -0.2771 -2.6279 2.3982
H 1.9674 -1.3882 2.9285
H -2.4005 -2.1282 1.7451
H -2.4207 -0.8523 2.9901
H 1.9050 -2.6079 1.6022
H 1.7574 -0.9737 1.1389
C -1.3373 1.1205 -2.7455
C 1.9827 1.5186 -0.9978
C 0.9632 1.6001 -2.1008
O 1.2584 1.7836 -3.2597
N -0.3860 1.5577 -1.7095
H -0.5672 1.0249 -0.8654
H -0.8300 1.2089 -3.7248
H 1.5103 1.1342 -0.0767
H -1.5306 0.0622 -2.6160
H -2.2380 1.7176 -2.7742
H 2.7495 0.7943 -1.3451
H 2.5475 2.4021 -0.7448
```

Summary:
2S+1 ... 1
SMILES ... CNC(C)=O.CNC(C)=O
HOMO-LUMO gap ... 9.6 eV
Net charge ... 0
HOMO ... -9.1 eV

y) Below is 2 unconnected molecules or ions with the total composition C6H14N2O2, with properties calculated with ωB97M-V with the def2-TZVPD basis set.

```
24
C6H14N2O2 (ωB97M-V with the def2-TZVPD basis set)
C -2.9354 0.5586 0.6603
C -0.5283 3.5067 0.7455
C -1.7015 1.3742 0.4420
O -0.6564 0.8608 0.0395
N -1.6807 2.6470 0.8777
H -2.7240 -0.4725 0.9159
H -2.5696 3.0924 1.0329
H -0.9114 4.5117 0.5788
H -3.5286 0.9539 1.4824
H -3.5218 0.5789 -0.2563
H 0.0559 3.4695 1.6653
H 0.1240 3.1843 -0.0572
C 1.2734 -1.2157 -2.3704
C 1.3499 -2.0613 1.2913
C 1.7421 -2.0825 -0.1721
O 2.6258 -2.7913 -0.6208
N 0.9388 -1.3455 -0.9822
H 0.2567 -0.7183 -0.5754
H 2.3506 -1.0697 -2.5308
H 2.0677 -1.4230 1.8037
H 1.1071 -2.1578 -2.8833
H 0.7560 -0.4003 -2.8669
H 0.4094 -1.5253 1.4438
H 1.3771 -3.0679 1.6811
```

Summary:
2S+1 ... 1
SMILES ... CNC(C)=O.CNC(C)=O
HOMO-LUMO gap ... 9.4 eV
Net charge ... 0
HOMO ... -8.9 eV

Which is most stable? The ranking, best first, is y), w), x).